w:
Entry from the Open Molecules 2025 dataset: a 2-piece molecular cluster, C6H12N2 overall (ωB97M-V with the def2-TZVPD basis set).

```
! wB97M-V def2-TZVPD RIJCOSX def2/J DEFGRID3
* xyz 1 2
C -0.73 -1.38 -1.46
C 0.04 2.05 -1.35
C -0.78 0.09 -1.48
C -1.86 1.01 -1.30
N 0.33 0.81 -1.70
N -1.32 2.23 -1.13
H 0.81 2.81 -1.31
H -1.56 3.05 -0.58
H -2.92 0.91 -1.48
H -0.28 -1.78 -2.37
H -1.74 -1.78 -1.43
H -0.27 -1.76 -0.56
C 0.65 -0.81 1.61
C 1.95 -0.75 2.44
H -0.12 -1.27 2.23
H 0.39 0.20 1.29
H 0.69 -1.38 0.70
H 1.69 -0.33 3.40
H 2.34 -1.76 2.53
H 2.69 -0.14 1.94
*
```

Calculated values
<S²>: 0.762
E_LUMO (alpha / beta): -4.29 / -7.86 eV
Gap between HOMO and LUMO (alpha / beta): 10.610 / 7.096 eV

x:
Entry from the Open Molecules 2025 dataset: a 2-piece molecular cluster, C6H12N2 overall (ωB97M-V with the def2-TZVPD basis set).

```
! wB97M-V def2-TZVPD RIJCOSX def2/J DEFGRID3
* xyz 1 2
C 0.01 1.99 2.16
C -1.15 0.44 -0.80
C -0.53 1.10 1.12
C -1.03 -0.25 1.27
N -0.64 1.48 -0.16
N -1.41 -0.62 0.05
H -1.31 0.39 -1.86
H -1.81 -1.52 -0.20
H -1.12 -0.85 2.15
H -0.72 2.07 2.98
H 0.17 2.97 1.74
H 0.95 1.61 2.57
C 1.46 -1.21 -2.02
C 2.38 -2.15 -1.24
H 1.70 -1.18 -3.09
H 0.43 -1.54 -1.92
H 1.57 -0.18 -1.67
H 2.17 -2.09 -0.18
H 3.43 -1.90 -1.41
H 2.25 -3.18 -1.56
*
```

Calculated values
<S²>: 0.761
E_LUMO (alpha / beta): -3.88 / -7.75 eV
Gap between HOMO and LUMO (alpha / beta): 11.047 / 7.406 eV

y:
Entry from the Open Molecules 2025 dataset: a 2-piece molecular cluster, C6H12N2 overall (ωB97M-V with the def2-TZVPD basis set).

```
! wB97M-V def2-TZVPD RIJCOSX def2/J DEFGRID3
* xyz 1 2
C 0.59 -2.51 1.65
C 1.66 0.90 0.68
C 0.92 -1.28 1.00
C 1.50 -1.14 -0.26
N 1.04 0.04 1.54
N 2.01 0.20 -0.39
H 1.83 1.94 0.78
H 2.43 0.49 -1.13
H 1.89 -1.99 -0.87
H 1.45 -3.18 1.93
H -0.03 -3.21 1.04
H 0.11 -2.43 2.67
C -1.35 1.63 -0.60
C -2.54 1.52 -1.61
H -1.15 0.64 -0.03
H -0.42 1.75 -1.15
H -1.45 2.39 0.22
H -3.01 0.51 -1.34
H -3.30 2.29 -1.50
H -2.16 1.45 -2.64
*
```

Calculated values
<S²>: 0.762
E_LUMO (alpha / beta): -4.10 / -8.24 eV
Gap between HOMO and LUMO (alpha / beta): 10.333 / 6.198 eV

In kJ/mol, relative to the most stable structure: w 80.9; x 0.0; y 188.4.

w:
Entry from the Open Molecules 2025 dataset: a 2-piece molecular cluster, C6H12 overall (ωB97M-V with the def2-TZVPD basis set).

```
! wB97M-V def2-TZVPD RIJCOSX def2/J DEFGRID3
* xyz 0 1
C 1.76 0.30 1.22
C 0.67 -0.26 0.32
C 0.48 0.49 -1.03
C -0.71 -0.31 -1.54
C -1.73 -0.09 -0.26
C -0.67 -0.28 0.99
H 2.07 -0.55 2.06
H 2.78 0.60 0.58
H 1.34 1.27 1.71
H 0.62 -1.38 0.04
H 0.34 1.59 -0.95
H 1.34 0.39 -1.71
H -1.18 0.12 -2.54
H -0.51 -1.50 -1.79
H -2.92 -0.91 -0.18
H -2.17 1.16 -0.20
H -0.76 0.58 1.75
H -0.75 -1.23 1.53
*
```

Calculated values
E_LUMO: 1.12 eV
Gap between HOMO and LUMO: 11.561 eV

x:
Entry from the Open Molecules 2025 dataset: a 2-piece molecular cluster, C6H12 overall (ωB97M-V with the def2-TZVPD basis set).

```
! wB97M-V def2-TZVPD RIJCOSX def2/J DEFGRID3
* xyz 0 1
C 2.28 0.00 0.19
C 1.31 -0.55 -0.54
C 0.87 -1.97 -0.40
H 2.74 -0.54 1.01
H 2.71 0.96 -0.06
H 0.89 0.01 -1.37
H -0.22 -2.05 -0.35
H 1.18 -2.53 -1.29
H 1.30 -2.48 0.46
C -2.25 0.36 -0.65
C -1.52 0.51 0.45
C -0.77 1.75 0.80
H -2.24 1.09 -1.46
H -2.93 -0.48 -0.74
H -1.56 -0.26 1.22
H 0.27 1.51 1.04
H -1.25 2.21 1.68
H -0.79 2.48 -0.01
*
```

Calculated values
SMILES string: C=CC.C=CC
E_LUMO: 1.22 eV
Gap between HOMO and LUMO: 10.739 eV

y:
Entry from the Open Molecules 2025 dataset: a 2-piece molecular cluster, C6H12 overall (ωB97M-V with the def2-TZVPD basis set).

```
! wB97M-V def2-TZVPD RIJCOSX def2/J DEFGRID3
* xyz 0 1
C -2.67 -0.66 -1.33
C -2.88 -0.44 -0.07
C -2.92 -1.47 1.13
H -2.47 0.21 -1.93
H -2.30 -1.62 -1.67
H -3.42 0.55 0.02
H -2.23 -2.29 0.80
H -2.91 -1.14 2.16
H -3.85 -2.04 1.10
C 2.16 0.65 -1.20
C 2.85 1.52 -0.42
C 3.22 1.15 1.03
H 2.42 0.54 -2.25
H 1.57 -0.23 -0.72
H 3.35 2.42 -0.68
H 4.03 1.80 1.45
H 2.37 0.88 1.59
H 3.66 0.15 0.96
*
```

Calculated values
SMILES string: C=CC.C=CC
E_LUMO: 1.07 eV
Gap between HOMO and LUMO: 10.165 eV

z:
Entry from the Open Molecules 2025 dataset: C6H12 as an isolated structure (ωB97M-V with the def2-TZVPD basis set).

```
! wB97M-V def2-TZVPD RIJCOSX def2/J DEFGRID3
* xyz 0 1
C 2.03 -0.11 0.72
C 0.87 0.46 -0.07
C -0.28 0.99 0.65
C -1.55 1.18 0.11
C -1.53 -1.04 -0.82
C -0.22 -1.44 -0.80
H 1.66 -0.83 1.45
H 2.60 0.65 1.27
H 2.72 -0.63 0.05
H 1.00 0.73 -1.11
H 0.65 1.79 0.38
H -0.21 0.84 1.73
H -2.35 1.42 0.80
H -1.69 1.53 -0.91
H -2.22 -1.30 -0.03
H -1.98 -0.72 -1.76
H 0.16 -2.01 0.04
H 0.35 -1.52 -1.72
*
```

Calculated values
E_LUMO: 1.11 eV
Gap between HOMO and LUMO: 8.511 eV

In kJ/mol, relative to the most stable structure: w 202.3; x 0.0; y 167.3; z 324.4.

w:
Entry from the Open Molecules 2025 dataset: one molecule with the formula C6H12 (ωB97M-V with the def2-TZVPD basis set).

```
! wB97M-V def2-TZVPD RIJCOSX def2/J DEFGRID3
* xyz 0 1
C -0.21 2.14 -0.46
C -0.53 0.70 -0.07
C 0.36 0.14 1.19
C 0.55 -1.36 0.91
C -0.20 -1.66 -0.39
C -0.22 -0.34 -1.16
H 0.82 1.97 -0.22
H -0.60 2.96 0.16
H -0.25 2.44 -1.51
H -1.57 0.64 0.23
H -0.16 0.30 2.15
H 1.37 0.58 1.34
H 1.61 -1.60 0.80
H 0.18 -2.01 1.71
H 0.26 -2.48 -0.94
H -1.22 -1.96 -0.15
H 0.76 -0.15 -1.62
H -0.96 -0.35 -1.97
*
```

Calculated values
SMILES string: CC1CCCC1
E_LUMO: 1.27 eV
Gap between HOMO and LUMO: 11.855 eV

x:
Entry from the Open Molecules 2025 dataset: a 2-piece molecular cluster, C6H12 overall (ωB97M-V with the def2-TZVPD basis set).

```
! wB97M-V def2-TZVPD RIJCOSX def2/J DEFGRID3
* xyz 0 1
C 2.16 0.14 0.86
C 1.34 -0.83 0.06
C 0.04 -0.06 -0.34
C 0.13 0.96 -1.22
C -1.12 -0.33 0.46
C -2.50 0.10 0.12
H 2.63 0.94 0.30
H 2.97 -0.33 1.43
H 1.49 0.63 1.58
H 1.57 -1.18 -0.95
H 0.94 -1.69 0.61
H 1.05 1.14 -1.76
H -0.74 1.56 -1.44
H -0.95 -0.57 1.50
H -1.02 -1.19 -1.14
H -2.65 1.19 0.07
H -3.27 -0.22 0.82
H -2.91 -0.23 -0.83
*
```

Calculated values
E_LUMO: -0.38 eV
Gap between HOMO and LUMO: 6.758 eV

y:
Entry from the Open Molecules 2025 dataset: a 2-piece molecular cluster, C6H12 overall (ωB97M-V with the def2-TZVPD basis set).

```
! wB97M-V def2-TZVPD RIJCOSX def2/J DEFGRID3
* xyz 0 1
C 0.96 0.97 0.75
C 0.94 -0.37 0.57
C -0.16 -1.14 1.15
C 1.67 -1.00 -0.57
H 0.47 1.42 1.60
H 1.70 1.59 0.26
H 0.06 -2.20 1.26
H -0.52 -0.75 2.10
H -1.08 -0.88 0.43
H 0.97 -1.26 -1.38
H 2.43 -0.34 -0.98
H 2.15 -1.93 -0.25
C -1.06 1.41 -0.84
C -1.98 0.43 -0.65
H -0.42 1.40 -1.71
H -1.12 2.34 -0.31
H -2.82 0.60 0.01
H -2.17 -0.30 -1.43
*
```

Calculated values
SMILES string: C=C(C)C.C=C
E_LUMO: 1.18 eV
Gap between HOMO and LUMO: 9.912 eV

z:
Entry from the Open Molecules 2025 dataset: one molecule with the formula C6H12 (ωB97M-V with the def2-TZVPD basis set).

```
! wB97M-V def2-TZVPD RIJCOSX def2/J DEFGRID3
* xyz 0 1
C -2.48 -0.08 -0.24
C -1.30 0.41 0.59
C -0.12 0.88 -0.17
C 1.18 0.89 0.61
C 2.07 -0.01 -0.25
C 1.12 -1.12 -0.67
H -2.73 0.64 -1.01
H -2.21 -1.02 -0.73
H -3.37 -0.27 0.37
H -1.58 1.35 1.10
H -1.07 -0.29 1.41
H 0.25 -0.48 -1.10
H 1.58 1.91 0.69
H 1.10 0.47 1.63
H 2.97 -0.36 0.26
H 2.38 0.53 -1.15
H 0.78 -1.73 0.17
H 1.44 -1.72 -1.50
*
```

Calculated values
E_LUMO: 0.59 eV
Gap between HOMO and LUMO: 8.542 eV

In kJ/mol, relative to the most stable structure: w 0.0; x 474.9; y 182.0; z 326.9.

w:
Entry from the Open Molecules 2025 dataset: one molecule with the formula C4H6N2S2 (ωB97M-V with the def2-TZVPD basis set).

```
! wB97M-V def2-TZVPD RIJCOSX def2/J DEFGRID3
* xyz 0 1
C 1.22 -0.69 -1.54
N 1.02 0.52 -1.88
S 0.37 1.83 -1.03
C -0.61 1.35 0.39
C -1.43 0.10 0.53
C -0.23 0.31 1.41
S 1.27 -0.63 1.17
N 0.96 -1.34 -0.34
H 1.63 -1.35 -2.34
H -1.08 2.23 0.77
H -1.36 -0.64 -0.24
H -2.44 0.16 0.95
H -0.40 0.52 2.47
H 1.08 -2.36 -0.32
*
```

Calculated values
SMILES string: C1=NS[C@H]2C[C@H]2SN1
E_LUMO: 0.61 eV
Gap between HOMO and LUMO: 8.572 eV

x:
Entry from the Open Molecules 2025 dataset: one molecule with the formula C4H6N2S2 (ωB97M-V with the def2-TZVPD basis set).

```
! wB97M-V def2-TZVPD RIJCOSX def2/J DEFGRID3
* xyz 0 1
S 0.90 -2.21 -1.17
C 0.29 -0.88 -0.37
N 0.39 -0.88 0.98
N -0.10 0.11 1.81
C 0.17 1.36 1.32
C -1.03 2.30 1.06
C -0.20 1.78 -0.14
S -0.66 0.32 -1.18
H 1.15 -1.43 1.38
H -1.11 0.17 1.86
H 1.10 1.85 1.61
H -0.92 3.34 1.45
H -2.01 1.73 1.24
H 0.54 2.45 -0.67
*
```

Calculated values
SMILES string: S=C1NN[C@@H]2C[C@@H]2S1
E_LUMO: 0.41 eV
Gap between HOMO and LUMO: 8.737 eV

In kJ/mol, relative to the most stable structure: w 0.0; x 38.8.

w:
Entry from the Open Molecules 2025 dataset: one molecule with the formula C4H6N2S2 (ωB97M-V with the def2-TZVPD basis set).

```
! wB97M-V def2-TZVPD RIJCOSX def2/J DEFGRID3
* xyz 0 1
S -2.62 -1.46 -0.45
C -1.37 -0.52 -0.18
C -1.44 0.95 -0.13
N -0.05 1.62 -0.41
C 1.08 1.04 -0.31
N 1.16 -0.43 -0.52
S 2.47 -1.38 -0.39
C -0.06 -0.90 0.40
H -2.06 1.47 -1.00
H -1.66 1.16 0.96
H 2.00 1.77 -0.65
H 2.86 -0.93 0.89
H -0.16 -2.04 0.32
H -0.16 -0.37 1.47
*
```

Calculated values
SMILES string: S=C1CN=CN(S)C1
E_LUMO: -0.46 eV
Gap between HOMO and LUMO: 8.437 eV

x:
Entry from the Open Molecules 2025 dataset: C4H6N2S2 as an isolated structure (ωB97M-V with the def2-TZVPD basis set).

```
! wB97M-V def2-TZVPD RIJCOSX def2/J DEFGRID3
* xyz 0 1
C 3.48 -0.54 0.45
C -0.06 0.48 0.68
C -0.47 -0.71 1.53
C -1.49 0.19 0.00
H 4.01 -0.99 1.50
H 4.04 -0.33 -0.60
H 0.11 1.40 1.11
H -0.16 -1.79 1.54
H -0.48 -0.43 2.69
H -2.37 -1.53 0.94
N 2.18 -0.58 0.65
N -1.83 -0.54 0.96
S 1.13 0.31 -0.70
S -2.15 0.63 -1.45
*
```

Calculated values
E_LUMO: 0.36 eV
Gap between HOMO and LUMO: 8.660 eV

y:
Entry from the Open Molecules 2025 dataset: one molecule with the formula C4H6N2S2 (ωB97M-V with the def2-TZVPD basis set).

```
! wB97M-V def2-TZVPD RIJCOSX def2/J DEFGRID3
* xyz 0 1
C -2.00 0.05 1.69
C -1.68 0.09 0.20
S -2.01 -1.18 -0.82
N -1.17 1.30 -0.17
C -0.02 1.72 -0.45
N 1.18 1.07 -0.50
C 1.53 -0.14 0.02
S 3.03 -0.73 0.25
H -2.90 0.67 1.83
H -1.12 0.44 2.28
H -2.11 -1.00 2.01
H 0.06 2.78 -0.66
H 2.00 1.63 -0.81
H 0.71 -0.82 0.35
*
```

Calculated values
SMILES string: CC(=S)/N=C\NC=S
E_LUMO: -0.53 eV
Gap between HOMO and LUMO: 8.144 eV

In kJ/mol, relative to the most stable structure: w 281.0; x 345.6; y 0.0.

w:
Entry from the Open Molecules 2025 dataset: a 2-piece molecular cluster, C4H6N2S2 overall (ωB97M-V with the def2-TZVPD basis set).

```
! wB97M-V def2-TZVPD RIJCOSX def2/J DEFGRID3
* xyz 0 1
C -0.10 -1.90 -0.88
C 0.20 -0.78 -0.29
C 0.78 0.36 0.09
N 0.59 0.97 1.35
S 1.27 1.41 -1.28
H -1.06 -1.99 -1.51
H 0.65 -2.75 -1.00
H 1.30 1.68 1.54
H 0.37 0.39 2.16
H 0.24 0.93 -2.16
N -2.24 1.15 1.12
C -3.13 1.06 0.27
S -4.28 0.53 -0.62
H -1.23 1.50 1.09
*
```

Calculated values
SMILES string: C=C=C(N)S.N=C=S
E_LUMO: 0.35 eV
Gap between HOMO and LUMO: 8.910 eV

x:
Entry from the Open Molecules 2025 dataset: one molecule with the formula C4H6N2S2 (ωB97M-V with the def2-TZVPD basis set).

```
! wB97M-V def2-TZVPD RIJCOSX def2/J DEFGRID3
* xyz 0 1
N -1.87 1.46 -1.01
C -0.80 0.81 -1.60
N -0.71 0.75 -3.01
C 0.20 0.15 -0.82
C 0.00 -0.13 0.59
S -1.42 -0.05 1.54
C 1.09 -0.82 1.31
S 2.58 -1.12 0.87
H -2.77 1.32 -1.73
H -1.92 1.00 0.05
H 0.26 0.63 -3.39
H -0.83 1.94 -3.23
H 1.09 -0.33 -1.33
H 0.82 -1.22 2.33
*
```

Calculated values
SMILES string: NC(N)=CC(=S)C=S
E_LUMO: -1.51 eV
Gap between HOMO and LUMO: 6.959 eV

In kJ/mol, relative to the most stable structure: w 29.6; x 0.0.